1.
C29H64NO14P | ωB97M-V/def2-TZVPD

```
109
Properties=species:S:1:pos:R:3:forces:R:3
C 2.093 -1.338 8.120 -0.139 0.290 -0.085
C 1.962 -0.514 9.150 -0.128 0.149 -0.308
P 1.463 1.234 8.984 -0.592 0.348 1.471
O 2.944 1.867 8.342 -1.144 -0.131 -0.902
C 3.117 1.401 7.144 1.466 -1.057 -0.068
N 3.402 0.765 6.218 -0.366 0.855 0.074
O 0.531 1.327 7.642 0.728 -0.350 0.326
C -0.867 1.148 7.889 -0.763 -0.287 -0.525
C -1.319 -0.303 7.774 -0.044 0.222 -0.143
H 2.650 -2.257 8.213 -0.342 -0.394 -0.085
H 1.642 -1.052 7.182 0.393 -0.153 -0.431
H 2.204 -0.878 10.138 0.449 0.402 0.222
H -1.375 1.711 7.112 0.040 0.253 -0.077
H -1.194 1.574 8.837 0.410 0.068 0.239
H -0.612 -0.996 8.214 -0.002 -0.062 0.269
H -1.452 -0.591 6.736 0.109 -0.022 -0.178
H -2.287 -0.397 8.260 -0.065 -0.134 0.115
C -0.984 1.137 1.973 0.192 0.020 -0.102
O 0.245 0.447 2.016 -0.243 -0.118 0.098
C 0.867 0.498 3.295 0.155 0.072 -0.318
C 1.591 -0.795 3.592 0.165 0.038 0.262
O 0.730 -1.883 3.920 -0.002 0.011 -0.111
C -0.031 -2.437 2.857 -0.175 -0.122 0.118
C 0.786 -3.197 1.834 -0.011 0.231 -0.259
O 1.473 -2.299 0.976 0.154 0.076 0.140
C 2.699 -2.811 0.512 -0.126 -0.015 -0.109
H -0.832 2.217 2.079 -0.104 0.022 0.061
H -1.444 0.938 1.005 0.048 0.018 -0.028
H -1.662 0.780 2.757 -0.017 0.071 0.033
H 0.127 0.688 4.081 -0.028 -0.032 0.005
H 1.585 1.328 3.288 0.028 -0.016 0.215
H 2.203 -0.631 4.480 -0.059 0.011 0.037
H 2.273 -1.062 2.783 -0.125 0.061 -0.137
H -0.650 -1.677 2.378 0.115 0.020 -0.155
H -0.711 -3.151 3.331 0.066 -0.028 0.050
H 0.120 -3.810 1.213 -0.037 -0.160 0.172
H 1.497 -3.851 2.351 -0.015 -0.014 0.027
H 3.332 -3.135 1.346 0.010 -0.071 -0.027
H 3.217 -2.015 -0.022 -0.062 0.025 -0.030
H 2.537 -3.649 -0.176 0.122 -0.069 0.042
C -0.692 -3.003 -2.141 -0.082 -0.142 0.008
O -1.891 -3.719 -1.925 -0.075 0.294 -0.052
C -2.323 -3.677 -0.575 0.078 -0.198 -0.201
C -3.833 -3.629 -0.482 -0.026 -0.030 0.131
O -4.394 -2.366 -0.809 -0.044 -0.023 -0.007
C -4.392 -1.974 -2.174 0.025 0.175 -0.005
C -5.343 -2.754 -3.056 0.233 -0.156 -0.172
O -4.820 -4.037 -3.364 -0.023 -0.089 0.294
C -5.820 -5.011 -3.548 0.079 0.061 -0.139
H 0.150 -3.495 -1.643 0.073 0.131 0.028
H -0.507 -2.979 -3.214 -0.019 -0.087 -0.003
H -0.783 -1.972 -1.783 0.097 -0.010 0.069
H -1.903 -2.805 -0.060 -0.014 0.027 -0.014
H -1.955 -4.585 -0.076 -0.074 0.056 0.186
H -4.102 -3.795 0.564 0.012 0.064 0.012
H -4.291 -4.432 -1.060 0.122 0.004 -0.158
H -3.380 -1.973 -2.581 -0.014 -0.187 -0.105
H -4.730 -0.934 -2.168 -0.053 -0.017 0.056
H -5.486 -2.213 -4.001 -0.141 0.152 0.088
H -6.310 -2.848 -2.548 -0.015 0.034 0.002
H -6.496 -5.054 -2.686 -0.048 0.017 -0.033
H -5.330 -5.978 -3.651 0.050 0.030 -0.030
H -6.399 -4.813 -4.457 -0.101 -0.034 0.048
C 5.630 0.575 1.465 -0.019 0.034 -0.158
O 5.007 1.319 0.440 0.037 0.186 0.268
C 3.589 1.250 0.494 0.214 -0.075 -0.193
C 2.959 2.561 0.080 -0.172 -0.019 -0.060
O 3.047 3.589 1.058 -0.004 0.008 -0.011
C 4.312 4.195 1.276 -0.022 0.029 0.129
C 4.790 5.080 0.144 0.239 -0.182 -0.094
O 5.284 4.307 -0.938 -0.284 -0.110 -0.062
C 5.095 4.924 -2.189 0.154 -0.005 0.071
H 5.474 -0.500 1.319 -0.002 -0.030 0.121
H 6.698 0.786 1.425 0.002 -0.021 -0.066
H 5.254 0.872 2.450 -0.023 -0.090 0.022
H 3.250 0.993 1.503 -0.007 0.011 0.007
H 3.269 0.456 -0.193 -0.251 0.026 0.068
H 1.889 2.379 -0.045 -0.010 -0.006 0.089
H 3.341 2.897 -0.886 0.199 -0.048 0.028
H 5.067 3.454 1.544 0.081 -0.028 -0.189
H 4.170 4.835 2.151 -0.064 0.012 -0.021
H 5.608 5.718 0.505 -0.128 0.133 0.105
H 3.961 5.716 -0.188 -0.012 0.017 0.022
H 4.044 5.198 -2.342 0.013 0.060 -0.004
H 5.382 4.212 -2.960 0.046 -0.022 0.039
H 5.722 5.818 -2.285 -0.082 0.060 -0.060
C -1.600 4.225 -7.375 0.067 -0.145 -0.075
O -1.356 2.853 -7.159 -0.235 0.068 0.193
C -0.491 2.607 -6.062 0.010 -0.076 -0.261
C -0.878 1.340 -5.329 0.082 -0.058 0.084
O -2.037 1.462 -4.517 -0.025 -0.009 -0.003
C -3.300 1.543 -5.163 -0.082 0.063 0.097
C -3.754 0.254 -5.815 0.026 0.063 -0.301
O -3.075 0.034 -7.039 0.287 -0.054 0.149
C -2.895 -1.334 -7.330 -0.107 0.078 -0.086
H -0.693 4.736 -7.717 -0.026 0.107 0.051
H -2.365 4.309 -8.145 0.036 -0.041 -0.040
H -1.973 4.705 -6.463 0.060 0.059 -0.001
H -0.508 3.447 -5.359 -0.033 -0.003 0.019
H 0.530 2.499 -6.452 0.078 0.005 0.167
H -0.069 1.110 -4.631 -0.025 0.039 0.041
H -0.958 0.495 -6.013 -0.081 0.097 -0.158
H -3.333 2.375 -5.867 0.052 -0.105 -0.172
H -4.010 1.772 -4.365 0.043 -0.040 0.049
H -4.829 0.313 -6.033 -0.063 -0.016 0.224
H -3.574 -0.578 -5.123 -0.016 0.003 0.027
H -2.403 -1.855 -6.500 -0.056 -0.037 0.012
H -2.260 -1.408 -8.210 -0.029 0.058 -0.024
H -3.854 -1.819 -7.546 0.029 -0.098 0.056
```
Positions in Å, forces in eV/Å.

Values from the calculation:
**Orbital gap**: 9.183 eV
**SMILES string**: C=CP(OC#N)OCC.COCCOCCOC.COCCOCCOC.COCCOCCOC.COCCOCCOC
**E_LUMO**: 0.2530 eV
**Highest occupied orbital energy**: -8.9 eV

---

2.
C29H65BN3O2 | ωB97M-V/def2-TZVPD

```
100
Properties=species:S:1:pos:R:3:forces:R:3
C -0.711 -0.616 -4.848 0.046 1.016 0.456
C -0.242 0.262 -3.604 -0.364 -0.081 -1.457
C 0.185 1.670 -4.187 1.446 -0.384 1.414
C 0.394 2.752 -3.038 -0.211 -0.361 -1.551
C -0.919 3.532 -2.667 0.332 0.150 0.283
C -0.568 4.929 -1.999 -0.086 -0.458 0.544
C -0.873 4.967 -0.439 -0.028 -0.509 -0.919
C -0.344 3.634 0.263 -0.412 0.967 -0.087
C 0.153 3.860 1.742 -0.005 0.601 -0.162
C 1.664 3.487 1.982 -0.053 0.214 -0.916
C 2.100 2.096 1.397 0.757 -0.060 1.008
C 1.484 0.838 2.158 0.281 0.585 -0.007
B 2.681 -0.272 2.180 0.616 -0.352 0.524
O 3.661 -0.050 3.187 -1.303 -0.146 -1.906
O 2.770 -1.352 1.273 0.143 2.058 0.728
C 2.808 -0.930 -0.103 0.414 -0.379 -1.560
C 4.077 -0.072 -0.498 -0.477 -0.590 -0.821
C 1.034 1.152 3.624 0.732 -0.679 -0.018
C 0.583 -0.185 4.286 0.093 0.299 1.754
N -0.284 -1.052 3.434 1.219 1.581 -2.325
C -0.498 -0.557 2.129 0.451 -0.478 -0.426
N -1.534 -1.070 1.478 -0.195 -0.311 0.328
N 0.282 0.374 1.415 -1.678 -0.838 2.463
H 0.187 -0.871 -5.467 -0.807 -0.009 0.551
H -1.341 0.071 -5.474 0.296 -0.958 0.431
H -1.288 -1.521 -4.555 0.510 0.580 -0.336
H -1.057 0.395 -2.848 0.507 -0.211 -0.595
H 0.616 -0.285 -3.134 -0.589 0.779 -0.120
H -0.479 2.032 -5.004 0.301 -0.288 0.724
H 1.214 1.511 -4.618 -1.036 0.160 0.035
H 0.859 2.198 -2.184 -0.492 0.570 -0.377
H 1.184 3.456 -3.420 -0.845 -0.397 0.475
H -1.567 3.742 -3.558 0.836 -0.424 0.526
H -1.538 2.877 -1.997 0.414 0.698 -0.465
H -1.142 5.731 -2.535 0.655 -0.560 0.635
H 0.533 5.089 -2.154 -1.009 0.121 0.105
H -1.988 5.006 -0.352 0.901 0.191 0.277
H -0.415 5.883 0.018 -0.464 -0.818 -0.336
H -1.229 2.937 0.253 1.011 0.293 -0.054
H 0.461 3.245 -0.402 -0.593 0.068 0.695
H -0.566 3.367 2.441 0.726 0.256 -0.351
H 0.068 4.962 1.951 -0.004 -1.042 -0.020
H 2.267 4.260 1.428 -0.510 -0.701 0.451
H 1.980 3.602 3.053 -0.478 -0.268 -0.918
H 1.969 2.013 0.287 -0.169 0.046 1.027
H 3.213 2.024 1.560 -0.955 0.188 -0.214
H 4.530 -0.257 2.815 -0.026 -0.418 0.431
H 1.900 -0.366 -0.437 0.474 -0.445 0.680
H 2.823 -1.869 -0.715 -0.059 0.752 0.726
H 4.532 -0.567 -1.398 -0.264 0.534 0.853
H 4.873 -0.037 0.279 -0.712 0.120 -0.435
H 3.738 0.936 -0.841 0.597 -0.637 0.577
H 1.934 1.547 4.162 -0.986 -0.372 -0.193
H 0.196 1.882 3.705 0.711 -0.393 -0.356
H -0.014 0.095 5.199 0.442 -0.407 -0.837
H 1.430 -0.805 4.684 -0.563 0.656 -0.646
H 0.052 -2.017 3.397 -0.571 0.189 0.141
H -1.667 -0.978 0.477 0.267 0.177 0.222
H -2.199 -1.656 1.978 0.276 0.247 -0.088
H -0.351 1.152 1.187 0.470 -0.138 -0.547
C -1.551 -0.786 11.705 -0.115 -0.081 0.021
C -1.277 -1.895 10.697 0.111 0.059 0.054
C -0.361 -1.459 9.553 -0.006 -0.110 -0.089
C -0.914 -0.337 8.670 -0.021 0.063 0.116
C -2.262 -0.629 8.012 0.119 0.064 -0.069
C -2.221 -1.814 7.056 -0.186 -0.042 0.032
H -2.070 0.058 11.248 0.029 0.007 0.037
H -2.180 -1.159 12.516 0.034 0.076 0.003
H -0.619 -0.420 12.144 -0.035 0.031 -0.025
H -2.224 -2.276 10.304 0.031 -0.010 -0.025
H -0.803 -2.731 11.219 -0.040 -0.003 -0.066
H -0.133 -2.332 8.933 0.008 0.030 0.000
H 0.597 -1.131 9.970 -0.035 -0.008 0.003
H -0.176 -0.119 7.888 -0.011 0.005 -0.005
H -1.001 0.580 9.260 0.015 -0.026 -0.017
H -2.574 0.259 7.454 -0.040 -0.002 0.067
H -3.030 -0.797 8.773 0.054 0.018 -0.018
H -1.490 -1.646 6.259 0.026 -0.041 0.017
H -3.199 -1.961 6.592 0.063 -0.051 -0.031
H -1.958 -2.741 7.570 0.016 0.027 -0.050
C 0.594 -5.080 -8.256 0.005 -0.081 -0.137
C 0.798 -3.893 -9.189 0.072 0.033 0.136
C 0.280 -2.575 -8.612 -0.019 0.079 -0.125
C -1.227 -2.531 -8.344 0.011 -0.082 0.093
C -2.114 -2.810 -9.558 -0.012 0.088 0.047
C -1.946 -1.789 -10.675 -0.037 -0.090 -0.099
H -0.464 -5.265 -8.062 0.032 -0.002 0.029
H 1.011 -5.986 -8.700 -0.026 -0.004 0.081
H 1.096 -4.913 -7.299 -0.048 -0.007 0.002
H 0.328 -4.099 -10.154 -0.001 0.045 0.016
H 1.869 -3.786 -9.387 -0.052 0.015 -0.048
H 0.553 -1.762 -9.293 -0.024 -0.007 0.030
H 0.805 -2.368 -7.673 0.007 -0.028 -0.016
H -1.476 -1.541 -7.943 -0.017 -0.015 -0.023
H -1.476 -3.245 -7.553 0.020 0.014 -0.005
H -3.158 -2.801 -9.231 0.035 -0.060 0.000
H -1.923 -3.816 -9.946 0.005 0.028 0.050
H -2.177 -0.782 -10.319 0.043 -0.011 -0.022
H -2.621 -2.017 -11.502 0.043 0.069 0.006
H -0.928 -1.787 -11.072 -0.035 0.029 0.010
```
Positions in Å, forces in eV/Å.

Values from the calculation:
**Orbital gap**: 9.170 eV
**Charge**: +1
**E_LUMO**: -3.0427 eV
**Highest occupied orbital energy**: -12.2 eV